(w)
This record from the Open Molecules 2025 dataset describes the ion C5H10NO with charge +1. The level of theory is the ωB97M-V functional and the def2-TZVPD basis.

XYZ file:
```
17
Properties=species:S:1:pos:R:3:mulliken_charge:R:1
C -3.1899 1.0918 -0.3115 0.109
N -2.7383 0.0941 0.0425 0.075
C -1.9611 -0.9866 0.3175 -0.286
O -0.7764 -0.9305 -0.2874 -0.275
C 0.3023 0.0582 0.1415 -0.452
C 1.4909 -0.0993 -0.7275 -0.338
C 2.7804 0.3359 0.0677 -1.326
H -3.8441 1.9158 -0.5135 0.451
H -2.7168 -1.8252 0.1814 0.329
H -2.0385 -0.9647 1.5526 0.327
H 0.6132 -0.2185 1.1772 0.320
H -0.1671 0.9231 -0.0276 0.290
H 1.6171 -1.1461 -1.0536 0.295
H 1.3382 0.5178 -1.5151 0.335
H 2.6479 1.2755 0.5746 0.374
H 3.0021 -0.3018 0.9110 0.390
H 3.6399 0.2605 -0.5297 0.383
```

As for the charge: +1. Its orbital gap is 10.19 eV. As for the HOMO energy: -15.26 eV. Its SMILES is C#[N+]COCCC.

(x)
This record from the Open Molecules 2025 dataset describes the ion C5H10NO with charge +1. The level of theory is the ωB97M-V functional and the def2-TZVPD basis.

XYZ file:
```
17
Properties=species:S:1:pos:R:3:mulliken_charge:R:1
C -0.2442 -2.3852 -0.6881 -0.156
N -0.3795 -1.1348 -0.8143 0.033
C -1.3859 -0.3524 -0.0780 -0.511
C -0.7883 0.4216 1.1050 -0.656
C 0.1327 1.6348 0.8700 -0.611
C 1.4533 1.1928 0.2854 0.045
O 1.4769 0.5829 -0.7691 -0.524
H 0.4826 -2.8890 -1.3149 0.292
H -0.9169 -2.8996 -0.0205 0.252
H 0.2017 -0.6602 -1.4902 0.381
H -2.0539 -1.0465 0.3898 0.293
H -1.8689 0.3001 -0.7948 0.342
H -0.1285 -0.2835 1.6114 0.336
H -1.5809 0.6500 1.8007 0.400
H 0.2887 2.1236 1.8392 0.340
H -0.3300 2.4178 0.2613 0.342
H 2.4053 1.5044 0.7193 0.404
```

As for the charge: +1. Its orbital gap is 9.51 eV. As for the HOMO energy: -14.24 eV. Its SMILES is C=[NH+]CCCC=O.

(y)
This record from the Open Molecules 2025 dataset describes the ion C5H10NO with charge +1. The level of theory is the ωB97M-V functional and the def2-TZVPD basis.

XYZ file:
```
17
Properties=species:S:1:pos:R:3:mulliken_charge:R:1
C 1.2833 0.0772 -1.4850 -1.305
C 0.2911 -0.0201 -0.1053 1.350
C 0.5361 -1.1722 0.7647 -1.259
N 0.5880 1.2626 0.6357 -0.291
C -1.1134 0.0100 -0.3632 -1.155
C -2.2932 -0.0425 0.0886 0.418
O -3.5492 0.2375 0.1376 -0.429
H 1.1462 -0.8381 -2.0852 0.374
H 1.0550 0.8534 -2.1308 0.435
H 2.3221 0.1256 -1.0402 0.377
H 1.4025 -0.9751 1.4335 0.386
H -0.3964 -1.4162 1.3283 0.333
H 0.8107 -2.2195 0.3128 0.307
H -0.0921 1.4616 1.3214 0.367
H 0.7185 2.1471 0.1275 0.328
H 1.4671 0.9685 1.0760 0.383
H -4.1761 -0.4599 -0.0164 0.381
```

As for the charge: +1. Its orbital gap is 9.91 eV. As for the HOMO energy: -13.35 eV. Its SMILES is CC(C)([NH3+])C#CO.

Of all the structures shown, which is most stable? (x), and (w) is the least stable.